DFT (wB97M-V/def2-TZVPD) results for a structure of composition C10H15AsMoN2O3PS6.

```
39
Properties=species:S:1:pos:R:3:forces:R:3:nbo_charge:R:1
Mo -0.929 -0.395 1.722 0.58 -0.10 -0.05 -0.07
S -0.749 -0.756 4.013 0.03 -0.02 -0.01 0.22
C 0.764 -0.134 4.604 0.08 0.09 -0.33 -0.24
C 0.964 -0.167 6.012 0.06 -0.01 0.05 0.21
N 1.105 -0.213 7.151 0.00 0.01 0.09 -0.18
C 1.683 0.292 3.718 -0.37 -0.13 0.02 -0.25
S 1.300 0.259 2.010 0.13 0.08 0.06 0.17
C 2.979 0.757 4.072 0.08 -0.03 0.12 0.21
N 4.032 1.118 4.353 0.09 0.06 -0.03 -0.19
S -4.509 -0.609 3.671 -0.08 -0.04 0.11 -0.27
As -4.311 -0.239 1.722 0.09 0.13 -0.04 0.91
S -1.579 -2.267 1.123 -0.01 -0.31 -0.10 0.15
S -2.485 1.153 1.410 -0.38 0.41 -0.05 -0.16
S -5.271 -0.573 0.002 -0.12 -0.04 -0.07 -0.32
C -2.420 0.953 -2.459 -0.04 0.01 -0.01 -0.65
C -2.168 -0.459 -2.000 0.01 -0.05 0.08 -0.06
O -0.749 -0.717 -1.781 0.15 0.06 0.04 -0.84
P 0.146 -0.174 -0.610 -0.30 -0.01 0.30 2.15
O 0.466 1.342 -0.792 -0.07 -0.21 -0.05 -0.85
C 1.254 1.841 -1.939 0.02 0.01 0.04 -0.06
C 0.911 3.292 -2.134 0.04 -0.01 -0.03 -0.63
O 1.495 -0.920 -0.827 0.04 0.05 -0.08 -0.84
C 1.644 -2.377 -0.811 -0.01 -0.04 0.09 -0.05
C 2.463 -2.790 -2.005 -0.03 0.01 -0.01 -0.63
H -3.482 1.067 -2.679 -0.01 0.00 0.00 0.24
H -1.862 1.174 -3.368 0.02 0.00 -0.01 0.23
H -2.157 1.680 -1.691 0.02 0.01 0.00 0.22
H -2.446 -1.194 -2.753 -0.02 0.04 0.03 0.22
H -2.698 -0.691 -1.074 0.01 0.02 -0.11 0.19
H 1.009 1.232 -2.810 0.00 0.02 0.00 0.19
H 2.299 1.688 -1.674 -0.01 0.02 -0.03 0.21
H -0.133 3.420 -2.414 -0.02 -0.01 0.01 0.22
H 1.530 3.695 -2.936 0.01 0.01 -0.01 0.24
H 1.113 3.863 -1.230 0.00 0.00 0.03 0.23
H 0.652 -2.832 -0.821 0.05 0.00 -0.03 0.19
H 2.137 -2.609 0.133 -0.02 -0.02 -0.03 0.21
H 1.953 -2.531 -2.932 0.00 0.01 -0.01 0.22
H 2.611 -3.869 -1.986 0.00 -0.01 0.02 0.24
H 3.440 -2.311 -1.988 0.01 0.02 0.00 0.23
```
Forces are in eV/Å.

**Energy above the lowest of the compared OMol25 structures with the same formula, charge and spin**: 0.0 kJ/mol
**E_LUMO**: -6.241 eV
**Multiplicity**: 1
**Total energy**: -5759.56748 a.u.
**Total charge**: +1
**Gap between HOMO and LUMO**: 5.94 eV